Molecular formula: C36H62N5O10PS2V
Method: DFT, ωB97M-V with the def2-TZVPD basis set

Energy relative to the best compared isomer or geometry (same formula, charge and spin) ... 0.0 kcal/mol
Multiplicity ... 3
Charge ... +1
Total energy ... -122914.9691 eV
HOMO energy (spin up / spin down) ... -10.886 / -10.887 eV
Orbital gap (spin up / spin down) ... 7.8 / 7.8 eV
Max |F| ... 2.6 eV/Å

The geometry in XYZ format:
```
117
Properties=species:S:1:pos:R:3:mulliken_spin:R:1
H 12.549 -17.026 15.453 0.00
H 9.243 -7.767 16.046 0.00
H 11.995 -7.433 10.100 0.00
H 11.702 -3.709 10.326 0.00
H 7.304 -9.734 13.893 0.00
H 12.115 -14.832 14.752 0.00
H 14.061 -13.432 9.227 0.00
C 8.238 -5.655 14.506 0.00
H 6.914 -12.240 14.093 0.00
H 16.099 -8.928 15.922 0.00
C 8.044 -10.485 13.616 0.00
C 15.463 -12.947 13.271 0.01
H 15.827 -11.959 13.557 0.00
H 9.192 -15.831 12.226 0.00
C 10.811 -17.397 16.743 0.00
H 9.913 -10.434 19.606 0.00
H 13.126 -11.069 16.985 0.00
C 15.117 -13.857 14.522 0.00
S 14.349 -12.588 11.883 0.01
C 11.973 -13.461 9.680 0.00
C 8.841 -12.711 13.222 0.00
C 11.863 -16.479 16.087 0.00
H 16.320 -13.380 12.768 0.00
H 12.136 -5.870 9.217 0.00
C 16.056 -8.246 12.605 0.00
H 16.648 -7.723 11.857 0.00
H 15.971 -15.662 13.584 0.00
H 9.640 -14.142 18.632 0.00
C 9.957 -18.155 15.719 0.00
H 10.891 -11.846 19.571 0.00
N 10.451 -14.320 15.852 0.00
H 17.305 -7.705 14.225 0.00
H 14.849 -14.771 11.187 0.00
O 14.884 -8.759 9.884 0.00
C 12.153 -4.163 11.197 0.00
H 11.599 -5.108 14.938 0.00
C 10.214 -5.768 11.160 0.00
C 15.706 -8.923 14.899 0.00
H 9.490 -10.351 17.289 0.00
C 15.086 -15.347 14.154 0.00
C 13.385 -14.053 9.806 0.00
H 8.220 -5.112 13.555 0.00
H 14.214 -15.575 13.541 0.00
N 10.249 -10.825 12.781 0.04
C 14.370 -9.191 10.882 0.00
O 13.296 -9.981 10.945 -0.01
C 9.650 -6.017 14.852 0.00
C 16.401 -8.254 13.920 0.01
C 12.370 -6.391 10.165 0.00
C 10.907 -13.263 16.560 0.00
C 10.030 -11.385 19.101 0.00
H 11.329 -18.142 17.375 0.00
V 12.293 -10.171 12.588 2.03
N 9.267 -14.833 12.176 0.00
H 7.608 -6.561 14.439 0.00
C 7.843 -11.857 13.660 0.01
H 10.308 -4.225 15.747 0.00
C 9.249 -10.008 13.129 0.03
C 8.809 -12.260 19.365 0.00
H 11.215 -13.992 10.306 0.00
O 10.166 -6.884 13.784 -0.01
H 9.456 -8.946 13.080 -0.01
H 9.674 -5.105 11.840 0.00
N 14.182 -9.479 13.221 -0.08
C 11.737 -5.625 11.282 0.00
C 14.510 -9.481 14.512 0.02
H 13.229 -4.066 11.084 0.00
O 12.534 -7.398 14.637 0.00
H 14.164 -13.622 14.974 0.00
O 12.240 -6.107 12.559 0.00
H 11.158 -10.622 17.359 0.00
H 9.862 -6.801 11.247 0.00
C 9.160 -13.760 19.508 0.00
H 12.521 -15.970 16.818 0.00
H 9.826 -13.860 20.369 0.00
H 10.657 -15.813 14.463 0.00
H 8.054 -12.140 18.601 0.00
C 9.782 -6.829 16.150 0.00
O 8.377 -14.782 14.292 0.00
C 11.278 -15.356 15.217 0.00
H 8.393 -11.953 20.332 0.00
H 9.290 -6.295 16.961 0.00
H 9.265 -14.365 11.291 0.00
H 13.210 -14.594 11.923 0.00
H 11.849 -3.576 12.063 0.00
C 8.765 -14.206 13.282 0.00
N 10.005 -12.253 16.721 0.00
H 10.507 -18.533 14.844 0.00
O 13.794 -10.425 16.604 0.00
C 10.026 -12.150 12.774 0.00
H 13.470 -15.023 9.315 0.00
H 7.820 -5.028 15.281 0.00
H 10.405 -4.152 14.000 0.00
H 11.972 -12.401 10.004 0.01
H 11.652 -13.548 8.638 0.00
H 9.454 -18.951 16.230 0.00
H 9.179 -17.497 15.361 0.00
H 14.986 -16.022 14.998 0.00
C 14.925 -8.952 12.283 0.02
C 10.563 -4.815 14.868 0.00
H 10.845 -12.788 12.507 -0.02
O 12.990 -12.120 12.468 0.02
O 12.473 -10.457 14.751 0.02
H 9.120 -12.383 16.296 0.00
H 9.477 -14.391 15.619 0.00
H 10.836 -7.024 16.342 0.00
S 12.425 -13.162 17.166 0.00
H 13.459 -6.446 10.152 0.00
H 15.909 -13.645 15.234 0.00
H 10.193 -16.802 17.398 0.00
O 11.550 -8.447 12.553 -0.10
H 8.257 -14.339 19.695 0.00
P 11.662 -7.225 13.462 0.01
C 13.527 -10.167 15.342 -0.01
H 9.987 -5.477 10.119 0.00
C 10.219 -11.099 17.600 0.00
C 13.934 -14.179 11.213 0.00
```